Entry 1:
Below is C5H10N2O as an isolated structure at a distorted geometry, with properties calculated with ωB97M-V/def2-TZVPD.

```
18
Properties=species:S:1:pos:R:3:mulliken_charge:R:1
C -1.8495 0.4118 -1.2160 -1.18
C -1.1968 0.4504 0.1272 0.81
O -0.6189 -0.9070 0.4806 -0.47
N -1.4473 1.1430 1.1478 -0.61
H -0.7598 -1.0555 1.4352 0.37
H -2.1228 1.8828 0.9887 0.26
H -1.1631 0.0014 -1.9534 0.31
H -2.1581 1.4190 -1.4954 0.37
H -2.7549 -0.1981 -1.1590 0.29
N 1.3929 -0.5118 -1.6619 -0.38
C 1.5381 0.1067 -0.3841 -0.88
C 1.4213 -0.5573 2.0648 -0.93
C 1.1495 -0.5281 0.7692 0.89
H 1.6614 0.0872 -2.4299 0.19
H 1.4933 -1.5214 -1.7003 0.17
H 2.3948 0.7701 -0.2835 0.29
H 2.1203 0.1620 2.4703 0.22
H 0.8995 -1.1554 2.7998 0.26
```

The energy above the lowest of the compared OMol25 structures with the same formula, charge and spin is 152.68 kcal per mole. The total energy comes out at -10368.68448 eV.

***

Entry 2:
Below is C20H29Cl2F4N3OS3Sc as an isolated structure, with properties calculated with ωB97M-V/def2-TZVPD.

```
63
Properties=species:S:1:pos:R:3:mulliken_charge:R:1
Sc -1.0631 0.7145 0.2036 0.04
C -0.5732 -2.5804 1.3168 -0.96
C 0.4066 -1.6958 2.0782 -1.01
N -0.0043 -0.2639 2.1043 1.13
C -0.8065 -0.0078 3.3389 -0.90
C -0.0344 0.0243 4.6553 -1.36
C 1.2084 0.5995 2.0530 -1.17
C 0.8555 2.0869 2.0620 -0.83
N -0.3914 2.2630 1.3253 0.85
C -0.9060 3.5095 1.1118 -0.50
C -2.1659 3.5818 0.5033 0.54
F -2.7131 2.3543 0.1467 -0.05
C -2.8595 4.7386 0.2530 -0.19
F -4.0597 4.6736 -0.3215 -0.29
C -2.3048 5.9528 0.6024 -0.42
C -1.0532 5.9343 1.1910 0.04
F -0.4807 7.0857 1.5290 -0.29
C -0.3619 4.7620 1.4411 0.56
F 0.8521 4.8487 2.0071 -0.30
H -0.2047 -3.6065 1.2941 0.46
H -0.6644 -2.2425 0.2811 0.03
H -1.5529 -2.5959 1.7949 0.32
H 1.3865 -1.7624 1.6090 0.62
H 0.5102 -2.0657 3.0996 0.25
H -1.5536 -0.8020 3.3993 0.59
H -1.3348 0.9384 3.2145 0.33
H 0.5167 -0.8980 4.8402 0.31
H -0.7558 0.1432 5.4630 0.45
H 0.6600 0.8601 4.7106 0.27
H 1.7201 0.3642 1.1169 0.34
H 1.8880 0.3652 2.8747 0.65
H 1.6801 2.6342 1.6070 0.62
H 0.7392 2.4604 3.0838 0.38
H -2.8197 6.8835 0.4168 0.52
Cl -3.3362 -0.2901 1.2365 -0.01
C -3.9350 -1.0314 -0.2618 -0.49
Cl -2.6398 -0.8902 -1.4672 -0.03
H -4.8039 -0.4818 -0.6036 0.41
H -4.1612 -2.0747 -0.0776 0.39
C 0.6807 -3.7970 -3.7210 -0.40
C 0.6717 -2.5755 -4.6507 -0.84
S 0.1191 -1.0265 -3.8533 -0.02
C 1.6735 -0.1413 -3.5094 -0.77
C 2.6367 -0.8571 -2.5781 -0.95
S 1.8569 -1.4140 -1.0232 0.27
C 2.8106 -2.9449 -0.7095 -1.02
C 2.2375 -4.2132 -1.3330 -0.63
S 2.3393 -4.3220 -3.1538 -0.15
H 0.2716 -4.6606 -4.2441 0.47
H 0.0723 -3.6026 -2.8399 0.06
H -0.0569 -2.7415 -5.4429 0.43
H 1.6410 -2.4026 -5.1174 0.41
H 1.3531 0.8051 -3.0822 0.18
H 2.1679 0.0535 -4.4605 0.52
H 3.4700 -0.2028 -2.3174 0.53
H 3.0241 -1.7513 -3.0542 0.32
H 2.8221 -3.0619 0.3762 0.46
H 3.8317 -2.7658 -1.0433 0.53
H 1.1997 -4.3674 -1.0394 0.15
H 2.8194 -5.0646 -0.9766 0.47
O -1.0340 2.9302 -3.3839 -0.54
C -0.8511 2.2013 -2.4903 0.82
N -0.6408 1.4328 -1.5853 -0.61
```

The energy above the lowest of the compared OMol25 structures with the same formula, charge and spin is 24.26 kcal per mole. The total charge is +1. The total energy comes out at -116845.96895 eV.

***

> Number 1 is which compound?

C5H10N2O

***

> What is the formula in the second record?

C20H29Cl2F4N3OS3Sc

***

Repeat the second record exactly.
Below is C20H29Cl2F4N3OS3Sc as an isolated structure, with properties calculated with ωB97M-V/def2-TZVPD.

```
63
Properties=species:S:1:pos:R:3:mulliken_charge:R:1
Sc -1.0631 0.7145 0.2036 0.04
C -0.5732 -2.5804 1.3168 -0.96
C 0.4066 -1.6958 2.0782 -1.01
N -0.0043 -0.2639 2.1043 1.13
C -0.8065 -0.0078 3.3389 -0.90
C -0.0344 0.0243 4.6553 -1.36
C 1.2084 0.5995 2.0530 -1.17
C 0.8555 2.0869 2.0620 -0.83
N -0.3914 2.2630 1.3253 0.85
C -0.9060 3.5095 1.1118 -0.50
C -2.1659 3.5818 0.5033 0.54
F -2.7131 2.3543 0.1467 -0.05
C -2.8595 4.7386 0.2530 -0.19
F -4.0597 4.6736 -0.3215 -0.29
C -2.3048 5.9528 0.6024 -0.42
C -1.0532 5.9343 1.1910 0.04
F -0.4807 7.0857 1.5290 -0.29
C -0.3619 4.7620 1.4411 0.56
F 0.8521 4.8487 2.0071 -0.30
H -0.2047 -3.6065 1.2941 0.46
H -0.6644 -2.2425 0.2811 0.03
H -1.5529 -2.5959 1.7949 0.32
H 1.3865 -1.7624 1.6090 0.62
H 0.5102 -2.0657 3.0996 0.25
H -1.5536 -0.8020 3.3993 0.59
H -1.3348 0.9384 3.2145 0.33
H 0.5167 -0.8980 4.8402 0.31
H -0.7558 0.1432 5.4630 0.45
H 0.6600 0.8601 4.7106 0.27
H 1.7201 0.3642 1.1169 0.34
H 1.8880 0.3652 2.8747 0.65
H 1.6801 2.6342 1.6070 0.62
H 0.7392 2.4604 3.0838 0.38
H -2.8197 6.8835 0.4168 0.52
Cl -3.3362 -0.2901 1.2365 -0.01
C -3.9350 -1.0314 -0.2618 -0.49
Cl -2.6398 -0.8902 -1.4672 -0.03
H -4.8039 -0.4818 -0.6036 0.41
H -4.1612 -2.0747 -0.0776 0.39
C 0.6807 -3.7970 -3.7210 -0.40
C 0.6717 -2.5755 -4.6507 -0.84
S 0.1191 -1.0265 -3.8533 -0.02
C 1.6735 -0.1413 -3.5094 -0.77
C 2.6367 -0.8571 -2.5781 -0.95
S 1.8569 -1.4140 -1.0232 0.27
C 2.8106 -2.9449 -0.7095 -1.02
C 2.2375 -4.2132 -1.3330 -0.63
S 2.3393 -4.3220 -3.1538 -0.15
H 0.2716 -4.6606 -4.2441 0.47
H 0.0723 -3.6026 -2.8399 0.06
H -0.0569 -2.7415 -5.4429 0.43
H 1.6410 -2.4026 -5.1174 0.41
H 1.3531 0.8051 -3.0822 0.18
H 2.1679 0.0535 -4.4605 0.52
H 3.4700 -0.2028 -2.3174 0.53
H 3.0241 -1.7513 -3.0542 0.32
H 2.8221 -3.0619 0.3762 0.46
H 3.8317 -2.7658 -1.0433 0.53
H 1.1997 -4.3674 -1.0394 0.15
H 2.8194 -5.0646 -0.9766 0.47
O -1.0340 2.9302 -3.3839 -0.54
C -0.8511 2.2013 -2.4903 0.82
N -0.6408 1.4328 -1.5853 -0.61
```

The energy above the lowest of the compared OMol25 structures with the same formula, charge and spin is 24.26 kcal per mole. The total charge is +1. The total energy comes out at -116845.96895 eV.